(1)
The following is a DFT calculation (ωB97M-V with the def2-TZVPD basis set) of C5H9B in the gas phase.

XYZ file:
```
15
Properties=species:S:1:pos:R:3:forces:R:3:lowdin_charge:R:1
C 2.283 -0.209 -0.116 -3.408 -2.001 -0.100 -0.01
B 0.712 -0.158 0.037 0.608 2.022 1.059 -0.37
C -0.240 -1.325 0.008 -3.534 -1.861 -0.582 0.01
C -1.545 -0.887 -0.152 4.321 2.058 1.872 -0.09
C -1.703 0.596 -0.093 2.265 1.087 -0.236 -0.17
C -0.141 1.195 0.235 -1.953 -0.866 -0.731 -0.06
H 2.624 0.578 -0.675 1.159 1.749 -1.523 0.03
H 2.254 -1.180 -0.575 1.408 -0.451 -0.644 0.06
H 2.735 -0.264 0.814 1.119 -0.123 1.890 0.04
H -0.213 -2.439 0.128 0.846 1.029 -0.199 0.10
H -2.378 -1.391 0.145 -2.329 -2.188 -0.244 0.07
H -2.137 0.926 -1.069 0.367 0.362 0.856 0.11
H -2.326 0.884 0.736 -0.691 0.068 0.094 0.09
H -0.023 1.841 1.191 -0.415 -1.341 -1.519 0.12
H 0.098 1.832 -0.614 0.238 0.456 0.008 0.07
```
Positions in Å, forces in eV/Å.

## Properties
total charge = 0
F_max = 5.14 eV Å⁻¹
SMILES = CB1C=CCC1
HOMO-LUMO gap = 10.225 eV
ΔE to the lowest compared entry with this formula, charge and spin = 0.8681 eV

(2)
The following is a DFT calculation (ωB97M-V with the def2-TZVPD basis set) of a gas-phase ion, C5H9BF3O3 (charge -1).

XYZ file:
```
21
Properties=species:S:1:pos:R:3:forces:R:3:lowdin_charge:R:1
O -0.592 2.094 0.796 -0.082 0.111 0.273 0.01
C -0.319 0.891 1.486 0.007 0.072 0.132 -0.28
C 0.557 -0.101 0.726 0.147 0.026 -0.071 -0.09
C -0.013 -0.804 -0.513 0.066 0.027 0.107 -0.37
C 1.124 -1.560 -1.277 -0.013 -0.073 0.002 -0.23
O 1.023 -1.165 -2.603 0.097 0.001 -0.011 -0.12
B 0.450 0.215 -2.550 -0.144 -0.056 0.140 -0.60
O -0.557 0.086 -1.429 0.056 -0.036 -0.118 -0.08
C -1.678 0.357 1.942 0.099 -0.065 -0.008 -0.58
F -2.662 0.555 1.077 -0.079 -0.010 -0.131 0.17
F -2.054 0.950 3.109 -0.041 0.038 -0.055 0.10
F -1.629 -0.967 2.204 0.055 0.003 0.105 0.12
H 0.211 2.624 0.788 0.001 -0.148 -0.176 0.10
H 0.187 1.126 2.435 0.003 -0.099 -0.055 0.15
H 1.438 0.476 0.413 -0.062 -0.073 0.007 0.12
H 0.906 -0.862 1.438 0.005 0.085 -0.048 0.12
H -0.763 -1.536 -0.171 -0.101 0.153 -0.098 0.13
H 2.111 -1.291 -0.847 -0.082 -0.007 -0.004 0.11
H 1.008 -2.651 -1.190 0.048 0.073 -0.004 0.11
H -0.087 0.513 -3.608 0.011 0.041 0.032 0.05
H 1.337 1.049 -2.225 0.008 -0.064 -0.018 0.05
```
Positions in Å, forces in eV/Å.

## Properties
total charge = -1
F_max = 0.31 eV Å⁻¹
HOMO-LUMO gap = 7.194 eV

(3)
The following is a DFT calculation (ωB97M-V with the def2-TZVPD basis set) of 2 unconnected molecules or ions with the total composition C5H9BO.

XYZ file:
```
16
Properties=species:S:1:pos:R:3:forces:R:3:lowdin_charge:R:1
C 1.726 2.576 -0.190 -0.017 -0.233 0.028 -0.01
C 0.724 1.755 0.131 -0.008 0.302 0.013 -0.13
B 0.715 0.251 0.170 -0.160 -0.737 -0.114 -0.06
C 0.639 -1.141 0.158 0.137 0.305 0.044 -0.13
C 1.759 -2.124 -0.081 0.091 0.222 -0.028 -0.15
H 1.623 3.650 -0.190 -0.118 0.077 0.037 0.05
H 2.699 2.197 -0.465 0.142 -0.053 -0.042 0.06
H -0.231 2.203 0.396 -0.062 0.033 0.018 0.09
H -0.313 -1.629 0.328 -0.281 0.245 0.027 0.07
H 2.703 -1.598 -0.228 0.086 -0.189 -0.030 0.06
H 1.554 -2.725 -0.973 0.096 0.013 0.097 0.07
H 1.870 -2.801 0.770 0.056 -0.010 -0.074 0.07
C -3.866 -0.156 0.043 -0.603 -0.074 0.259 -0.14
O -2.747 0.096 -0.286 0.475 0.104 -0.142 0.01
H -4.588 -0.660 -0.621 0.065 -0.061 -0.184 0.08
H -4.266 0.103 1.039 0.103 0.056 0.091 0.08
```
Positions in Å, forces in eV/Å.

## Properties
total charge = 0
F_max = 0.76 eV Å⁻¹
SMILES = C=C/B=C/C.C=O
HOMO-LUMO gap = 8.248 eV
ΔE to the lowest compared entry with this formula, charge and spin = 3.3510 eV

(4)
The following is a DFT calculation (ωB97M-V with the def2-TZVPD basis set) of a gas-phase ion, C5H9Br2F3N3 (charge +1).

XYZ file:
```
22
Properties=species:S:1:pos:R:3:forces:R:3:lowdin_charge:R:1
N 2.856 -0.975 0.679 0.330 -0.990 -0.364 0.19
C 2.079 -0.101 -0.003 -0.079 -0.366 0.410 -0.52
N 2.289 0.033 -1.313 0.539 1.434 -0.456 0.21
N 1.156 0.522 0.661 -0.603 0.682 0.188 0.10
C 0.177 1.469 0.128 -0.358 -0.378 0.499 -0.10
C -1.182 0.856 -0.291 1.093 0.282 -0.482 -0.15
C -1.455 -0.522 0.249 -1.767 0.122 -1.013 -0.80
F -1.157 -0.609 1.542 0.706 -0.246 1.036 -0.02
Br -0.494 -1.885 -0.767 0.084 0.022 0.148 0.91
C -3.023 -0.824 0.077 1.247 -0.196 2.378 -1.02
F -3.233 -2.070 -0.206 -0.171 -2.065 -0.612 0.03
F -3.513 -0.104 -0.867 -0.817 1.557 -1.960 0.11
Br -4.002 -0.513 1.723 0.005 0.450 0.178 0.87
H 2.286 -1.745 1.027 0.081 0.212 0.577 0.13
H 3.514 -1.404 0.036 0.242 -0.035 0.278 0.12
H 3.289 0.080 -1.494 -0.124 -0.437 -0.515 0.15
H 1.832 0.838 -1.727 -0.016 -0.161 -0.198 0.12
H 1.144 0.369 1.659 -0.066 -0.171 -0.027 0.18
H 0.628 2.051 -0.658 0.086 0.102 -0.434 0.12
H -0.010 2.178 0.917 0.054 0.202 0.375 0.13
H -1.951 1.557 -0.006 -0.374 0.061 0.343 0.13
H -1.228 0.799 -1.367 -0.094 -0.079 -0.350 0.12
```
Positions in Å, forces in eV/Å.

## Properties
total charge = +1
F_max = 2.69 eV Å⁻¹
SMILES = NC(N)=[NH+]CC[C@](F)(Br)C(F)(F)Br
HOMO-LUMO gap = 10.571 eV

(5)
The following is a DFT calculation (ωB97M-V with the def2-TZVPD basis set) of 3 unconnected molecules or ions with the total composition C5H9Br4Cl3.

XYZ file:
```
21
Properties=species:S:1:pos:R:3:forces:R:3:lowdin_charge:R:1
Cl 19.532 -13.981 13.174 -0.013 0.092 0.004 0.53
C 19.953 -13.019 11.751 0.243 -0.178 0.021 -1.60
Cl 18.717 -11.863 11.342 -0.341 0.361 0.116 0.54
Cl 20.255 -14.048 10.363 0.093 -0.491 -0.004 0.51
H 20.870 -12.481 11.969 -0.096 0.024 0.020 -0.06
Br 21.413 -11.797 8.043 0.252 0.235 0.039 0.61
C 23.267 -11.573 8.587 0.664 0.121 -0.814 -0.73
C 23.723 -12.718 9.448 -0.008 -0.224 0.406 -0.69
Br 25.472 -12.330 10.252 -0.220 0.017 -0.200 0.62
H 23.432 -10.575 8.977 -0.409 -0.092 0.509 0.02
H 23.856 -11.599 7.670 -0.165 -0.054 -0.085 0.06
H 23.833 -13.614 8.844 0.109 -0.013 0.078 0.06
H 23.087 -12.958 10.294 -0.170 0.236 -0.075 0.01
Br 24.586 -11.270 15.112 -0.504 -0.042 -0.309 0.62
C 23.271 -11.256 13.652 -0.022 -0.151 -0.206 -0.71
C 23.344 -9.928 12.940 0.056 -0.185 -0.146 -0.66
Br 21.956 -9.904 11.557 0.048 0.071 0.159 0.69
H 22.256 -11.450 13.996 0.199 0.162 0.582 0.05
H 23.517 -12.088 12.999 0.316 0.046 -0.100 0.03
H 24.274 -9.794 12.399 0.075 0.000 0.139 0.05
H 23.170 -9.104 13.625 -0.108 0.064 -0.135 0.06
```
Positions in Å, forces in eV/Å.

## Properties
total charge = 0
F_max = 1.06 eV Å⁻¹
SMILES = ClC(Cl)Cl.BrCCBr.BrCCBr
HOMO-LUMO gap = 10.676 eV
ΔE to the lowest compared entry with this formula, charge and spin = 0.0000 eV

(6)
The following is a DFT calculation (ωB97M-V with the def2-TZVPD basis set) of a molecular structure, C5H9CdMgO3.

XYZ file:
```
19
Properties=species:S:1:pos:R:3:forces:R:3:lowdin_charge:R:1
O 1.920 -0.112 -0.260 -0.664 -1.125 -0.205 -0.46
Mg 2.842 1.529 0.505 -0.499 -0.095 -0.160 0.40
C 1.569 -2.468 -0.283 0.034 -1.701 0.109 -0.03
C 1.252 -1.190 0.000 0.910 1.569 -1.303 -0.61
O -0.015 -0.835 0.484 -0.144 -0.860 1.584 -0.27
C -1.166 -1.548 0.041 0.067 -0.629 0.039 -0.17
C -2.346 -0.638 0.288 -0.266 -0.119 0.216 -0.20
O -2.036 0.637 -0.270 -1.838 -0.813 -0.561 -0.45
C -3.161 1.501 -0.388 -0.305 0.188 -0.033 -0.10
Cd -0.069 1.319 0.151 1.992 3.349 0.489 0.98
H 1.520 -2.820 -1.310 1.436 0.266 0.090 0.05
H 1.569 -3.198 0.524 -1.163 -0.140 -0.277 0.04
H -1.279 -2.481 0.609 -0.018 0.203 -0.230 0.14
H -1.073 -1.785 -1.028 0.103 0.037 0.278 0.14
H -2.545 -0.521 1.365 0.020 -0.021 -0.209 0.14
H -3.240 -1.054 -0.197 0.167 0.059 0.098 0.14
H -2.797 2.470 -0.745 -0.069 -0.266 0.138 0.08
H -3.874 1.084 -1.112 0.130 0.081 0.166 0.10
H -3.652 1.623 0.589 0.108 0.020 -0.227 0.10
```
Positions in Å, forces in eV/Å.

## Properties
total charge = 0
F_max = 3.93 eV Å⁻¹
multiplicity = 2
HOMO-LUMO gap (spin up / spin down) = 5.819 / 5.797 eV
ΔE to the lowest compared entry with this formula, charge and spin = 0.8015 eV
⟨S²⟩ = 0.76